The following is a DFT calculation (ωB97M-V/def2-TZVPD) of a cluster of 6 separate species, C49H86BrN3O11 in total in a non-equilibrium geometry.

Element x y z (Å)
C: 0.74220 -4.54428 2.85173
C: 2.01825 -3.97492 3.50003
C: 3.17938 -3.69705 2.53673
C: 2.76548 -3.17409 1.16581
C: 3.95136 -3.13758 0.18990
C: 5.00610 -2.07468 0.53897
C: 4.73684 -0.72845 -0.16137
C: 4.28858 0.39339 0.79220
C: 4.63410 1.79421 0.24303
C: 3.45238 2.74781 0.32821
C: 2.24715 2.27969 -0.52020
C: 0.98536 2.11357 0.34720
C: -0.32949 2.40965 -0.40030
C: -1.29752 1.21897 -0.48794
C: -2.09460 1.04191 0.77847
N: -1.45421 1.21223 1.90101
C: -2.16610 1.05370 3.05407
C: -1.53305 1.20804 4.31263
Br: 0.31746 1.63587 4.35426
C: -2.21881 1.05562 5.49313
C: -3.59957 0.74726 5.45429
C: -4.32468 0.56467 6.76154
C: -4.23225 0.61937 4.23986
C: -3.53249 0.76323 3.02014
N: -4.20655 0.58653 1.84258
C: -3.48721 0.69958 0.76181
C: -4.17701 0.45829 -0.56748
C: -5.50684 -0.26778 -0.44698
N: -5.43691 -1.56131 0.26340
C: -4.33496 -2.44475 -0.22453
C: -3.21479 -2.55027 0.81224
C: -6.69071 -2.21544 -0.00403
C: -7.67013 -2.34727 1.13187
O: -6.99775 -2.62431 -1.08731
H: 0.11370 -3.73124 2.50436
H: 1.00353 -5.17565 2.00823
H: 0.19506 -5.13174 3.58069
H: 2.33344 -4.65534 4.28779
H: 1.75524 -3.04844 4.00862
H: 3.78265 -2.91769 2.99581
H: 3.80345 -4.58003 2.41389
H: 2.34747 -2.17007 1.26040
H: 1.99940 -3.79277 0.70548
H: 4.40171 -4.13186 0.19591
H: 3.59251 -2.96034 -0.82066
H: 5.96206 -2.44616 0.17083
H: 5.12157 -1.95183 1.61055
H: 3.98461 -0.82609 -0.94069
H: 5.66172 -0.39688 -0.62584
H: 3.22664 0.31921 1.01831
H: 4.83506 0.25669 1.72334
H: 5.04228 1.73234 -0.76352
H: 5.43545 2.19580 0.86636
H: 3.72726 3.77082 0.07633
H: 3.15731 2.77405 1.37766
H: 2.51156 1.28845 -0.88355
H: 2.04544 2.94510 -1.34713
H: 0.92572 1.10901 0.75486
H: 1.05724 2.78051 1.20350
H: -0.07723 2.66088 -1.42932
H: -0.84247 3.28461 -0.00919
H: -0.70521 0.31787 -0.64785
H: -1.94020 1.39000 -1.34382
H: -1.68695 1.17329 6.42335
H: -4.72483 1.50137 7.13119
H: -3.64237 0.12754 7.48271
H: -5.12278 -0.15913 6.62240
H: -5.28606 0.38343 4.23386
H: -4.39461 1.45091 -0.96463
H: -3.49503 -0.04813 -1.23871
H: -6.17838 0.39233 0.10132
H: -5.92736 -0.36550 -1.45102
H: -4.76497 -3.43568 -0.32916
H: -3.97420 -2.17120 -1.21343
H: -2.41101 -1.83228 0.67680
H: -3.65849 -2.37480 1.78782
H: -2.83684 -3.56649 0.85014
H: -8.11007 -3.33479 1.02579
H: -7.19876 -2.26029 2.10393
H: -8.46609 -1.62496 0.97721
O: 1.55963 2.66010 -3.42442
C: 0.97421 2.64787 -4.47289
O: 0.62695 3.82502 -5.03200
C: 0.08331 3.93075 -6.34882
C: -1.41697 3.72362 -6.36116
C: 0.54729 1.35943 -5.13347
H: 0.59894 3.25604 -7.03448
H: 0.31735 4.94445 -6.67076
H: -1.68655 2.72152 -6.02796
H: -1.81416 3.87010 -7.36591
H: -1.89879 4.43204 -5.68727
H: -0.39313 1.03024 -4.69259
H: 1.30992 0.60726 -4.94430
H: 0.43385 1.43093 -6.21247
O: 3.31063 -0.89772 -6.68645
C: 3.72071 -0.01195 -7.38511
O: 2.93661 0.46467 -8.37292
C: 3.26423 1.63535 -9.12669
C: 4.19864 1.32244 -10.27570
C: 5.12415 0.52503 -7.22948
H: 3.66329 2.41486 -8.47415
H: 2.31028 2.00201 -9.50611
H: 5.15798 0.93968 -9.92131
H: 4.38555 2.21851 -10.87048
H: 3.75763 0.56110 -10.92019
H: 5.81047 -0.12153 -7.77441
H: 5.37517 0.50171 -6.17137
H: 5.25551 1.54674 -7.57380
O: -4.40368 -5.07220 3.24646
C: -5.51891 -5.13517 3.68065
O: -5.77983 -4.58217 4.88254
C: -7.10051 -4.44256 5.40873
C: -7.56178 -5.69594 6.12342
C: -6.61653 -5.87841 2.95470
H: -7.79664 -4.13199 4.62761
H: -7.03698 -3.61763 6.11646
H: -7.62113 -6.54720 5.44503
H: -8.54533 -5.54140 6.56779
H: -6.85786 -5.95782 6.91316
H: -6.55026 -6.93648 3.20350
H: -6.46512 -5.75600 1.88491
H: -7.61874 -5.52118 3.18140
O: -4.40558 1.94706 9.76932
C: -3.51546 1.71173 10.53758
O: -2.66707 2.70233 10.87230
C: -1.68038 2.57639 11.89833
C: -0.40301 1.94766 11.38103
C: -3.27582 0.31646 11.06956
H: -2.08539 2.04319 12.75983
H: -1.48243 3.59536 12.22623
H: -0.56925 0.92960 11.02843
H: 0.35321 1.92009 12.16582
H: -0.01484 2.52332 10.54099
H: -2.69484 -0.24155 10.33632
H: -4.24140 -0.16664 11.19529
H: -2.76623 0.28486 12.02945
O: 7.32779 0.82027 -10.16696
C: 7.87550 1.85517 -9.90068
O: 7.45594 2.54699 -8.82427
C: 8.13737 3.69739 -8.31327
C: 7.71606 4.96599 -9.02479
C: 8.95541 2.43312 -10.78415
H: 9.21716 3.54678 -8.33733
H: 7.85273 3.75104 -7.26386
H: 7.97231 4.93781 -10.08404
H: 8.20179 5.83264 -8.57665
H: 6.63593 5.09549 -8.95456
H: 8.48344 2.97633 -11.60172
H: 9.53144 1.60835 -11.19557
H: 9.64913 3.09226 -10.26832

As for the SMILES: CCCCCCCCCCCCCCc1nc2c(Br)cc(C)cc2nc1CCN(CC)C(C)=O.CCOC(C)=O.CCOC(C)=O.CCOC(C)=O.CCOC(C)=O.CCOC(C)=O. The value obtained for the LUMO energy is 0.0121 hartree. Its frontier orbital gap is 8.56 eV. The total charge is 0. For the total energy, the calculation gives -5484.5960 a.u. As for the energy above the lowest of the compared OMol25 structures with the same formula, charge and spin: 0.0 kJ/mol.

Atom charges from the Löwdin analysis, given in e for atoms 1 to 99: -0.110, -0.251, -0.218, -0.217, -0.209, -0.197, -0.198, -0.202, -0.216, -0.205, -0.188, -0.204, -0.177, -0.130, -0.207, 0.179, -0.243, -0.589, 0.747, -0.082, -0.257, -0.042, 0.027, -0.192, 0.202, -0.211, -0.118, -0.183, -0.076, -0.201, -0.062, -0.498, 0.014, 0.105, 0.065, 0.064, 0.065, 0.094, 0.099, 0.098, 0.111, 0.115, 0.095, 0.103, 0.101, 0.101, 0.092, 0.105, 0.100, 0.096, 0.104, 0.104, 0.102, 0.104, 0.099, 0.101, 0.074, 0.089, 0.088, 0.085, 0.114, 0.129, 0.097, 0.102, 0.080, 0.069, 0.076, 0.116, 0.131, 0.100, 0.121, 0.121, 0.109, 0.113, 0.058, 0.071, 0.069, 0.078, 0.073, 0.088, 0.096, -0.505, 0.004, -0.239, -0.063, 0.027, 0.106, 0.122, 0.069, 0.081, 0.083, 0.095, 0.090, 0.069, 0.100, -0.527, -0.007, -0.241, -0.059


The following is a DFT calculation (ωB97M-V/def2-TZVPD) of a cluster of 13 separate species, C49H92O26S7 in total in a non-equilibrium geometry.

Element x y z (Å)
C: 0.63193 4.45627 7.90518
C: 0.39957 5.76237 7.11846
C: 1.56055 6.62326 6.88170
O: 1.37771 6.97701 5.54964
C: 0.41082 6.21376 4.95042
O: 0.15660 6.26623 3.73350
O: -0.11485 5.34066 5.81355
H: -0.32361 3.93321 7.86725
H: 0.91944 4.61850 8.94398
H: 1.26514 3.83927 7.26763
H: -0.31522 6.42749 7.60300
H: 2.50732 6.08379 6.85506
H: 1.52297 7.54924 7.45549
C: -6.94367 -0.76682 -5.70819
C: -8.16914 -1.01418 -4.85879
C: -9.20436 -1.98995 -5.50594
O: -9.07475 -3.17992 -4.65260
C: -8.36712 -2.92370 -3.55193
O: -8.21466 -3.70722 -2.63396
O: -7.79320 -1.70317 -3.67402
H: -6.21285 -0.19563 -5.13568
H: -7.22141 -0.25342 -6.62873
H: -6.39896 -1.67956 -5.94966
H: -8.68008 -0.10705 -4.53605
H: -8.98396 -2.10781 -6.56690
H: -10.18459 -1.51571 -5.45758
C: -2.63036 4.08382 -10.67651
C: -1.88056 3.13914 -9.68108
C: -2.68069 2.32340 -8.69035
O: -2.48606 0.96137 -9.16424
C: -1.62998 0.90331 -10.09380
O: -1.25690 -0.15761 -10.62607
O: -1.17070 2.13808 -10.35895
H: -3.37244 4.64525 -10.10887
H: -3.20289 3.48302 -11.38316
H: -1.91250 4.78841 -11.09642
H: -1.17129 3.74520 -9.11742
H: -3.73047 2.59574 -8.79944
H: -2.24392 2.43963 -7.69847
C: 4.59128 -6.21654 -2.78259
C: 5.53019 -5.65766 -1.70175
O: 6.38952 -6.34488 -1.17316
C: 5.36117 -4.17213 -1.19460
H: 3.78946 -6.79893 -2.32871
H: 5.12344 -6.89567 -3.44869
H: 4.15426 -5.46410 -3.43906
H: 5.22952 -3.46303 -2.01188
H: 6.27275 -3.84127 -0.69696
H: 4.54244 -4.11086 -0.47764
C: 7.21969 3.46909 -4.75007
C: 6.53867 2.27030 -4.07850
O: 5.34573 2.31498 -3.81934
C: 7.42098 1.14003 -3.61045
H: 6.74539 4.42436 -4.52511
H: 7.03098 3.40021 -5.82140
H: 8.29722 3.47002 -4.58568
H: 7.71839 1.21588 -2.56456
H: 8.34200 1.30959 -4.16818
H: 6.95686 0.17082 -3.79301
C: 0.02925 -4.57188 -6.51555
C: 0.05088 -5.84363 -7.27498
O: -0.57508 -5.96416 -8.32283
C: 0.67258 -7.10165 -6.66036
H: -0.23826 -3.75020 -7.17993
H: 0.98554 -4.33941 -6.04699
H: -0.68306 -4.65835 -5.69505
H: 1.74013 -7.01379 -6.45860
H: 0.57012 -7.95074 -7.33611
H: 0.11435 -7.41152 -5.77692
C: 1.22525 -0.14440 0.30798
C: 0.86465 1.33022 0.56855
C: -0.49606 1.62652 -0.05085
S: -0.81716 0.31841 -1.34225
O: -0.95126 1.08908 -2.59705
O: -1.84824 -0.57330 -0.88393
C: 0.78918 -0.48510 -1.14880
H: 0.66833 -0.73114 1.03851
H: 2.30455 -0.28395 0.36910
H: 1.55678 2.00873 0.06985
H: 0.92583 1.62591 1.61589
H: -0.43873 2.60438 -0.52898
H: -1.26282 1.52314 0.71692
H: 1.50216 -0.04616 -1.84672
H: 0.70130 -1.54343 -1.39436
C: -2.47682 -7.53192 2.51336
C: -3.58750 -6.65083 2.04759
C: -2.83691 -5.68769 1.06948
S: -1.37705 -6.55205 0.25709
O: -0.13110 -5.83749 0.50874
O: -1.70089 -6.94350 -1.08930
C: -1.51159 -7.96905 1.38636
H: -2.83142 -8.38670 3.08929
H: -1.85888 -6.93888 3.18756
H: -4.03664 -6.18926 2.92698
H: -4.39064 -7.19933 1.55544
H: -2.35687 -4.90840 1.66140
H: -3.37616 -5.19364 0.26126
H: -0.52905 -8.37688 1.62383
H: -2.00987 -8.75362 0.81691
C: 5.91052 4.88758 2.35327
C: 6.58789 4.81104 0.95609
C: 8.01994 4.23427 1.12866
S: 7.86726 2.98014 2.47503
O: 8.96959 3.21822 3.42442
O: 7.74744 1.67295 1.91942
C: 6.24336 3.61857 3.09803
H: 4.83159 4.99440 2.24100
H: 6.33230 5.71954 2.91723
H: 6.59375 5.75828 0.41684
H: 5.94850 4.08794 0.44973
H: 8.62502 5.04222 1.53999
H: 8.47641 3.78434 0.24700
H: 6.26828 3.68139 4.18595
H: 5.49471 2.86526 2.85279
C: 3.98526 -5.97004 4.42327
C: 3.32321 -4.60577 4.62876
C: 4.39801 -3.75675 5.28063
S: 5.07306 -4.81282 6.60216
O: 4.23258 -4.60418 7.80947
O: 6.52813 -4.68021 6.73508
C: 4.58177 -6.34930 5.81656
H: 4.77365 -5.94875 3.67089
H: 3.17307 -6.64911 4.16382
H: 2.44355 -4.73515 5.25929
H: 2.95531 -4.20073 3.68605
H: 4.18363 -2.78678 5.72928
H: 5.19251 -3.51287 4.57537
H: 3.89150 -6.82608 6.51248
H: 5.50218 -6.92909 5.74732
C: -1.65345 -0.73572 9.57213
C: -3.19593 -0.74934 9.22597
C: -3.38778 -0.25394 7.76320
S: -1.86501 -1.00050 6.83484
O: -1.23262 -0.01388 5.95599
O: -2.14494 -2.36074 6.36191
C: -0.82843 -1.22228 8.30260
H: -1.41041 -1.35487 10.43567
H: -1.47612 0.30376 9.84808
H: -3.66331 -0.09730 9.96386
H: -3.60621 -1.75916 9.23297
H: -3.29851 0.82433 7.89533
H: -4.27552 -0.53528 7.19675
H: 0.10949 -0.69847 8.11813
H: -0.60896 -2.28672 8.38571
C: -9.63320 -0.37145 2.21687
C: -8.49691 -1.37574 2.54756
C: -7.07908 -0.76093 2.24021
S: -7.22185 1.05607 2.31591
O: -6.99318 1.63060 1.02148
O: -6.42753 1.43442 3.50247
C: -9.05920 1.04985 2.69948
H: -10.55396 -0.50687 2.78428
H: -9.84611 -0.44659 1.15051
H: -8.63868 -2.25569 1.92010
H: -8.53445 -1.66162 3.59873
H: -6.75647 -1.10562 1.25776
H: -6.26155 -1.02421 2.91135
H: -9.54513 1.96832 2.37026
H: -9.22280 1.16703 3.77075
C: 0.77373 8.51102 -2.53375
C: 2.10862 7.75727 -2.86900
C: 2.05143 7.15316 -4.30274
S: 0.93077 8.34646 -5.22594
O: -0.12389 7.62611 -5.90047
O: 1.75328 9.27054 -6.02753
C: 0.33106 9.28835 -3.79615
H: 0.98287 9.09693 -1.63872
H: -0.02709 7.80565 -2.31184
H: 2.53053 7.12603 -2.08694
H: 2.91458 8.48813 -2.93526
H: 1.40480 6.28627 -4.16687
H: 2.92845 6.84538 -4.87213
H: -0.75321 9.38400 -3.85360
H: 0.68828 10.31811 -3.78664

The value obtained for the LUMO energy is -0.0061 hartree. Its frontier orbital gap is 9.07 eV. The total charge is 0. For the total energy, the calculation gives -6665.5835 a.u. As for the energy above the lowest of the compared OMol25 structures with the same formula, charge and spin: 0.0 kJ/mol.

Atom charges from the Löwdin analysis, given in e for atoms 1 to 99: -0.005, -0.315, -0.140, 0.052, -0.505, 0.102, 0.103, 0.081, 0.090, 0.093, 0.155, 0.144, 0.147, -0.027, -0.317, -0.045, 0.071, -0.551, 0.130, 0.068, 0.088, 0.088, 0.097, 0.149, 0.127, 0.123, -0.003, -0.328, -0.038, 0.107, -0.597, 0.102, 0.086, 0.077, 0.089, 0.083, 0.148, 0.134, 0.140, -0.024, -0.437, 0.045, -0.021, 0.083, 0.078, 0.068, 0.064, 0.070, 0.073, -0.026, -0.478, 0.043, -0.019, 0.079, 0.085, 0.072, 0.088, 0.069, 0.087, -0.029, -0.484, 0.051, -0.026, 0.088, 0.078, 0.093, 0.073, 0.075, 0.081, -0.202, -0.236, -0.203, 0.701, -0.363, -0.325, -0.220, 0.116, 0.109, 0.106, 0.113, 0.097, 0.102, 0.103, 0.102, -0.251, -0.205, -0.182, 0.684, -0.350, -0.332, -0.219, 0.117, 0.115, 0.116, 0.114, 0.094, 0.097, 0.103, 0.097